{"formula": "C4H9NO2", "method": "the ωB97M-V functional and the def2-TZVPD basis", "largest_force_ev_per_a": 3.0, "smiles": "C[C@H](O)[C@@H](N)C=O", "homo_energy_ev": -9.88, "spin_multiplicity": 1, "e_tot_ev": -9877.7527, "e_above_lowest_kj_mol": 222.7, "species": ["O", "C", "C", "C", "C", "O", "N", "H", "H", "H", "H", "H", "H", "H", "H", "H"], "xyz": [[1.60561, 1.36141, -1.70835], [1.53526, 0.26597, -1.23176], [0.84555, -0.05534, 0.08608], [-0.55967, 0.72524, 0.19763], [-1.54884, 0.05954, 1.12648], [-1.21316, 0.93183, -1.08490], [0.50767, -1.47299, 0.17025], [2.06552, -0.60627, -1.65290], [1.45540, 0.45494, 0.83753], [-0.28626, 1.76026, 0.43514], [-2.35163, 0.79751, 1.06226], [-1.22082, -0.16682, 2.13460], [-1.88491, -0.88454, 0.71529], [-0.64757, 0.70198, -1.81771], [0.49362, -1.88296, 1.09163], [1.20422, -1.98976, -0.36127]], "forces_ev_per_angstrom": [[-0.035, 0.044, -0.245], [0.256, -0.351, 1.042], [-2.851, 0.805, -0.285], [1.935, 0.479, -1.536], [-0.283, 0.709, -0.776], [-0.524, -0.726, 0.831], [1.424, -0.130, -0.693], [0.079, -0.090, -0.473], [0.328, -0.654, 0.402], [-0.172, -0.240, 0.857], [-0.429, -0.461, 0.739], [0.216, 0.543, 0.236], [-0.077, -0.006, -0.342], [0.241, 0.027, -0.127], [0.019, 0.299, 0.224], [-0.128, -0.247, 0.149]], "nbo_charge": [-0.50, 0.44, -0.20, 0.12, -0.65, -0.74, -0.83, 0.10, 0.21, 0.17, 0.23, 0.21, 0.23, 0.47, 0.37, 0.35]}

{"formula": "C4H9NO2", "method": "the ωB97M-V functional and the def2-TZVPD basis", "largest_force_ev_per_a": 5.9, "smiles": "N=C(O)O.C=CC", "homo_energy_ev": -8.18, "spin_multiplicity": 1, "e_tot_ev": -9876.8744, "e_above_lowest_kj_mol": 307.4, "species": ["C", "C", "C", "C", "N", "O", "O", "H", "H", "H", "H", "H", "H", "H", "H", "H"], "xyz": [[1.54570, 0.22995, -0.41192], [-0.87695, -0.72368, 0.16232], [-0.04796, -0.69584, 1.26607], [-2.00964, 0.23252, -0.02152], [0.71143, 0.18514, -1.43769], [2.52576, -0.67486, -0.35934], [1.87027, 1.33671, 0.27042], [2.46036, -1.18294, -1.18228], [1.11394, 1.93508, 0.29768], [0.22699, 1.07166, -1.56073], [-0.93655, -1.64361, -0.41159], [-0.15512, 0.09461, 2.00232], [0.49382, -1.58408, 1.56558], [-2.87853, -0.12247, 0.54269], [-2.29259, 0.31438, -1.07282], [-1.75093, 1.22744, 0.35083]], "forces_ev_per_angstrom": [[0.213, 1.696, -5.623], [0.355, -1.134, 3.800], [-2.723, -0.710, -0.970], [0.348, 0.328, -0.424], [1.841, 0.232, 1.471], [-0.421, -0.089, 0.959], [-0.203, -0.694, 1.043], [-0.230, 0.020, 0.210], [0.003, -0.142, -0.063], [-0.002, -0.098, 0.170], [0.349, 0.242, -0.223], [0.186, 0.091, -0.121], [0.319, 0.195, -0.207], [0.104, 0.011, -0.108], [-0.045, 0.071, 0.048], [-0.093, -0.019, 0.036]], "nbo_charge": [0.87, -0.07, -0.55, -0.67, -0.85, -0.66, -0.66, 0.51, 0.49, 0.34, 0.20, 0.19, 0.21, 0.23, 0.22, 0.20]}

{"formula": "C4H9NO2", "method": "the ωB97M-V functional and the def2-TZVPD basis", "largest_force_ev_per_a": 1.9, "homo_energy_ev": -8.45, "spin_multiplicity": 1, "e_tot_ev": -9872.9033, "e_above_lowest_kj_mol": 690.6, "species": ["C", "C", "N", "C", "C", "O", "O", "H", "H", "H", "H", "H", "H", "H", "H", "H"], "xyz": [[1.90203, 0.76203, 0.65248], [0.54566, 0.29220, -0.43177], [-0.01073, 0.11904, 0.75774], [-2.45944, -0.60920, 0.22616], [-2.68156, -0.71833, -1.06762], [2.90353, 1.12009, -0.22037], [2.35956, -0.27773, 1.44890], [1.56851, -0.75767, 1.75282], [3.32506, 0.30807, -0.53958], [-1.73486, 0.04560, 0.74866], [1.67053, 1.67155, 1.21407], [0.13757, 1.05517, -1.10741], [1.09623, -0.38431, -1.10107], [-3.15140, -0.88351, 1.01763], [-3.50246, -1.27432, -1.50609], [-1.96823, -0.46868, -1.84458]], "forces_ev_per_angstrom": [[1.266, 0.587, 0.807], [-0.850, 0.317, 0.166], [0.989, -0.284, -0.623], [-0.666, 1.207, 1.284], [0.353, -0.926, -0.597], [-0.367, -0.218, -0.145], [-0.420, 0.127, -0.634], [0.023, 0.140, -0.091], [-0.051, 0.059, 0.056], [0.240, -0.403, -0.964], [-0.408, -0.310, -0.241], [0.302, 0.781, 0.210], [0.074, -1.015, 0.598], [-0.445, -0.616, -0.489], [-0.286, -0.004, 0.420], [0.247, 0.559, 0.244]], "nbo_charge": [0.50, -0.20, -0.46, -0.36, -0.40, -0.67, -0.71, 0.52, 0.48, 0.24, 0.18, 0.16, 0.15, 0.19, 0.20, 0.18]}

{"formula": "C4H9NO2", "method": "the ωB97M-V functional and the def2-TZVPD basis", "largest_force_ev_per_a": 0.5, "smiles": "C/N=C/OCCO", "homo_energy_ev": -9.86, "spin_multiplicity": 1, "e_tot_ev": -9878.2307, "e_above_lowest_kj_mol": 176.6, "species": ["C", "N", "C", "O", "C", "C", "O", "H", "H", "H", "H", "H", "H", "H", "H", "H"], "xyz": [[2.16699, -0.37262, -1.09176], [0.88912, 0.05556, -0.56045], [0.89745, 0.79297, 0.46782], [-0.17933, 1.23699, 1.11234], [-1.48235, 0.84524, 0.64060], [-1.72794, -0.66572, 0.59357], [-1.54883, -1.23708, -0.67070], [2.24040, -1.46282, -1.01665], [2.23546, -0.11458, -2.15285], [3.02523, 0.07057, -0.56593], [1.80791, 1.16721, 0.94883], [-2.16069, 1.33401, 1.34282], [-1.64581, 1.26917, -0.35294], [-1.09326, -1.12720, 1.36696], [-2.76444, -0.86235, 0.87869], [-0.65993, -0.92936, -0.94038]], "forces_ev_per_angstrom": [[0.192, -0.048, -0.090], [-0.082, 0.195, 0.427], [0.157, -0.056, -0.301], [0.062, -0.109, 0.059], [-0.230, 0.009, -0.144], [-0.146, 0.154, 0.444], [0.235, 0.015, -0.136], [0.010, 0.149, -0.019], [-0.023, -0.009, 0.147], [-0.108, -0.045, -0.066], [-0.083, -0.069, -0.058], [0.109, -0.102, -0.041], [0.030, -0.021, -0.025], [-0.031, -0.041, -0.101], [0.036, 0.085, -0.004], [-0.128, -0.107, -0.092]], "nbo_charge": [-0.42, -0.55, 0.43, -0.49, -0.11, -0.10, -0.74, 0.20, 0.20, 0.17, 0.15, 0.20, 0.20, 0.16, 0.19, 0.49]}

{"formula": "C4H9NO2", "method": "the ωB97M-V functional and the def2-TZVPD basis", "largest_force_ev_per_a": 6.4, "smiles": "C[C@H](N)CC(=O)O", "homo_energy_ev": -9.68, "spin_multiplicity": 1, "e_tot_ev": -9877.8533, "e_above_lowest_kj_mol": 213.0, "species": ["C", "C", "C", "C", "O", "O", "N", "H", "H", "H", "H", "H", "H", "H", "H", "H"], "xyz": [[1.39636, -0.97466, 1.06908], [0.80907, -0.05575, -0.00508], [-0.69971, -0.27073, 0.03218], [-1.75412, 0.50225, -0.68608], [-2.90828, -0.18161, -1.18804], [-1.58329, 1.74099, -0.93661], [1.31957, 1.28948, 0.24936], [1.29644, -2.11381, 0.97807], [0.95568, -0.74501, 2.09990], [2.47239, -0.97749, 1.09081], [1.07039, -0.26491, -1.01042], [-1.00003, -1.35491, -0.18530], [-0.94650, 0.06830, 1.13057], [-3.12660, -0.02609, -2.12473], [0.59227, 1.88068, -0.05440], [2.10634, 1.48326, -0.45932]], "forces_ev_per_angstrom": [[-0.450, -2.262, 1.004], [0.130, -0.452, 0.013], [-2.598, -0.924, 2.697], [0.270, 5.187, -3.693], [1.991, 0.001, 1.282], [-1.031, -4.698, 0.941], [1.564, 0.133, -1.006], [-0.790, 1.441, -0.447], [0.797, 0.041, -1.449], [0.535, 0.962, 0.201], [0.743, -1.129, -0.969], [0.875, 1.298, 0.958], [0.021, -1.255, -1.485], [0.430, 0.721, 0.629], [-0.980, 1.392, -0.295], [-1.508, -0.457, 1.617]], "nbo_charge": [-0.62, -0.06, -0.54, 0.80, -0.74, -0.59, -0.83, 0.21, 0.22, 0.22, 0.18, 0.25, 0.25, 0.51, 0.37, 0.36]}

{"formula": "C4H9NO2", "method": "the ωB97M-V functional and the def2-TZVPD basis", "largest_force_ev_per_a": 2.4, "smiles": "[H]/N=C(/O)CCCO", "homo_energy_ev": -10.19, "spin_multiplicity": 1, "e_tot_ev": -9878.1733, "e_above_lowest_kj_mol": 182.1, "species": ["N", "C", "O", "C", "C", "C", "O", "H", "H", "H", "H", "H", "H", "H", "H", "H"], "xyz": [[1.94543, 0.54683, 0.78247], [1.02630, -0.35132, 0.89364], [0.72316, -0.44211, 2.18062], [0.29090, -1.14832, -0.14693], [-1.12880, -0.60743, -0.39654], [-1.16071, 0.80338, -0.98660], [-0.81317, 1.81607, -0.06936], [2.44854, 0.70321, -0.06810], [1.47838, 0.28595, 2.30302], [0.87113, -1.10747, -1.07682], [0.23360, -2.19637, 0.16639], [-1.63858, -1.29034, -1.08898], [-1.69100, -0.61067, 0.54347], [-0.52588, 0.83781, -1.88944], [-2.18261, 1.03241, -1.30556], [0.12333, 1.72838, 0.15872]], "forces_ev_per_angstrom": [[0.283, -0.096, -0.731], [0.619, 0.514, -0.552], [0.511, 0.588, 0.133], [0.142, 0.009, 0.022], [-0.036, 0.036, 0.082], [-0.158, -0.230, -0.253], [0.217, 0.063, 0.096], [-0.188, -0.141, -0.749], [-1.415, -1.087, 1.542], [-0.093, -0.010, 0.157], [0.048, 0.188, 0.067], [0.114, 0.115, 0.112], [0.041, -0.002, -0.108], [-0.065, 0.032, 0.153], [0.136, -0.050, 0.023], [-0.156, 0.070, 0.008]], "nbo_charge": [-0.84, 0.60, -0.67, -0.49, -0.41, -0.06, -0.72, 0.37, 0.51, 0.22, 0.24, 0.21, 0.22, 0.15, 0.19, 0.48]}

{"formula": "C4H9NO2", "method": "the ωB97M-V functional and the def2-TZVPD basis", "largest_force_ev_per_a": 4.6, "smiles": "CN(C)CC(=O)O", "homo_energy_ev": -8.62, "spin_multiplicity": 1, "e_tot_ev": -9877.6156, "e_above_lowest_kj_mol": 235.9, "species": ["C", "N", "C", "C", "C", "O", "O", "H", "H", "H", "H", "H", "H", "H", "H", "H"], "xyz": [[-1.83075, -0.50360, 0.38945], [-0.43194, -0.34444, -0.11335], [0.41328, -1.54002, -0.03995], [0.18995, 0.86966, 0.37359], [0.96494, 1.55776, -0.63610], [2.19661, 1.06012, -0.85967], [0.39283, 2.43628, -1.32157], [-2.06408, -0.67359, 1.43164], [-2.26262, -1.40911, -0.00720], [-2.30617, 0.41071, 0.07202], [0.55278, -1.81154, 0.99950], [-0.11101, -2.41547, -0.48201], [1.52002, -1.60699, -0.47966], [0.62232, 0.65227, 1.35612], [-0.68983, 1.57536, 0.64189], [2.84367, 1.74260, -1.32472]], "forces_ev_per_angstrom": [[1.237, -0.236, -0.880], [-0.140, -0.646, -0.608], [1.011, -1.250, -0.287], [-3.335, -0.234, 2.839], [-1.128, 2.757, -3.493], [1.993, 2.173, -0.664], [2.510, -1.988, 1.724], [0.897, 0.419, 1.067], [-0.210, -0.022, -0.985], [-0.687, -0.076, -0.183], [0.201, -0.192, 0.678], [0.155, 0.708, 0.039], [-2.564, 1.136, 0.489], [0.900, 0.283, -0.106], [1.587, -0.923, -0.638], [-2.427, -1.909, 1.008]], "nbo_charge": [-0.41, -0.43, -0.43, -0.34, 0.77, -0.69, -0.58, 0.17, 0.20, 0.21, 0.16, 0.20, 0.22, 0.19, 0.23, 0.51]}

{"formula": "C4H9NO2", "method": "the ωB97M-V functional and the def2-TZVPD basis", "largest_force_ev_per_a": 0.3, "smiles": "CC(=O)O.C=NC", "homo_energy_ev": -9.85, "spin_multiplicity": 1, "e_tot_ev": -9878.5346, "e_above_lowest_kj_mol": 147.2, "species": ["C", "C", "N", "H", "H", "H", "H", "H", "O", "C", "O", "C", "H", "H", "H", "H"], "xyz": [[2.18566, -2.38256, -0.14110], [0.17969, -1.48264, -0.86625], [0.78978, -2.03563, 0.08094], [2.78460, -2.05191, 0.70471], [2.59431, -1.92771, -1.04896], [2.25975, -3.46560, -0.20243], [-0.86926, -1.22065, -0.75894], [0.67232, -1.23832, -1.81813], [-0.14475, 2.45189, 1.63816], [-1.09839, 2.03826, 1.03670], [-2.17531, 1.51556, 1.65924], [-1.26473, 2.05874, -0.45517], [-1.99119, 1.54555, 2.61218], [-1.65799, 1.10229, -0.79271], [-0.29930, 2.24889, -0.91611], [-1.96519, 2.84384, -0.73214]], "forces_ev_per_angstrom": [[-0.183, 0.216, 0.032], [0.110, 0.146, -0.196], [0.125, -0.153, 0.132], [-0.033, -0.023, 0.094], [0.013, -0.071, -0.116], [0.079, -0.091, 0.003], [-0.033, -0.040, 0.042], [-0.086, 0.010, 0.017], [0.032, -0.022, 0.034], [0.031, 0.140, -0.028], [-0.032, -0.049, 0.087], [0.174, -0.171, 0.065], [-0.003, 0.005, -0.118], [-0.090, 0.047, -0.055], [-0.041, 0.044, 0.013], [-0.064, 0.012, -0.007]], "nbo_charge": [-0.44, -0.07, -0.37, 0.21, 0.17, 0.21, 0.17, 0.13, -0.59, 0.79, -0.69, -0.72, 0.50, 0.23, 0.24, 0.24]}